{
  "formula": "C29H74N9O15",
  "method": "ωB97M-V/def2-TZVPD",
  "lumo_energy_ha": -0.5413,
  "homo_lumo_gap_ha": 0.2080,
  "charge": 7,
  "homo_energy_ev": -20.39,
  "max_force_ev_per_a": 4.94,
  "species": ["C", "C", "O", "N", "H", "H", "C", "H", "H", "H", "H", "H", "H", "C", "C", "O", "N", "H", "H", "C", "H", "H", "H", "H", "H", "H", "C", "C", "O", "N", "H", "H", "C", "H", "H", "H", "H", "H", "H", "C", "C", "O", "N", "H", "H", "C", "H", "H", "H", "H", "H", "H", "C", "C", "O", "N", "H", "H", "C", "H", "H", "H", "H", "H", "H", "C", "C", "O", "N", "H", "H", "C", "H", "H", "H", "H", "H", "H", "C", "C", "O", "N", "H", "H", "C", "H", "H", "H", "H", "H", "H", "C", "C", "O", "N", "H", "H", "C", "H", "H", "H", "H", "H", "H", "C", "C", "O", "N", "H", "H", "C", "H", "H", "H", "H", "H", "H", "O", "C", "O", "O", "H", "O", "C", "O", "O", "H"],
  "xyz": [[-1.78398, 1.05233, -0.03717], [-0.39591, 0.53206, 0.33314], [0.60000, 1.20922, 0.19379], [-0.34632, -0.91022, 0.86799], [-0.16787, -0.85793, 1.86072], [-1.19940, -1.43066, 0.72132], [0.79878, -1.70239, 0.11277], [-2.23739, 0.22264, -0.57953], [-1.50215, 1.87498, -0.69439], [-2.40711, 1.46518, 0.75615], [1.79352, -1.42870, 0.46445], [0.72121, -1.46352, -0.94790], [0.60543, -2.76476, 0.26134], [2.42584, -2.41183, -4.45736], [1.86102, -3.74357, -4.90540], [1.20485, -4.53588, -4.23009], [2.06419, -4.02799, -6.46691], [2.46851, -3.19816, -6.87682], [2.82220, -4.68716, -6.57175], [0.71411, -4.43695, -7.13427], [2.24316, -2.12944, -3.42055], [1.79436, -1.68180, -4.96370], [3.44947, -2.21936, -4.77865], [0.26797, -3.47451, -7.38481], [0.15782, -5.24193, -6.65400], [0.93694, -4.79825, -8.13821], [4.04232, -6.02080, -2.30023], [2.98008, -5.45102, -1.44959], [2.95453, -4.24537, -1.31402], [1.98457, -6.37146, -0.76731], [2.29895, -7.33061, -0.80309], [2.02318, -6.13304, 0.21339], [0.57623, -6.40349, -1.33977], [3.62660, -6.62245, -3.10850], [4.68459, -6.69646, -1.73536], [4.63709, -5.25811, -2.80288], [0.61485, -6.33432, -2.42689], [0.24371, -5.46356, -0.89926], [0.04835, -7.23276, -0.86886], [0.87517, -3.42120, 5.77885], [2.29986, -3.22262, 5.55435], [3.13692, -3.63661, 6.30922], [2.77663, -2.23936, 4.50945], [2.18181, -1.42384, 4.54415], [3.75821, -2.00342, 4.53980], [2.52971, -2.76500, 3.10008], [0.45862, -2.84349, 6.60397], [0.81068, -4.48289, 6.01709], [0.35393, -3.23182, 4.84048], [2.86125, -1.96530, 2.43778], [1.55601, -3.21395, 2.90395], [3.35486, -3.47721, 3.10245], [-4.60261, 3.06901, -2.42383], [-4.51069, 1.62586, -2.52233], [-4.71593, 0.83467, -1.61341], [-4.28275, 1.21803, -4.02662], [-4.21169, 1.98665, -4.67798], [-3.32713, 0.89233, -4.05509], [-5.40006, 0.29582, -4.58603], [-3.67079, 3.62940, -2.49991], [-4.90890, 3.34592, -1.41506], [-5.38077, 3.48277, -3.06520], [-6.42909, 0.60225, -4.39817], [-5.39068, -0.69419, -4.13007], [-5.15578, 0.16821, -5.64062], [-5.74351, 2.95361, 1.45384], [-5.20805, 2.19128, 2.60061], [-4.33735, 1.35233, 2.66829], [-5.87195, 2.58090, 3.95947], [-6.65356, 3.22021, 3.93769], [-6.22664, 1.76307, 4.43428], [-4.83233, 3.20859, 4.87650], [-6.55786, 2.41029, 0.97453], [-5.08192, 2.99534, 0.58859], [-6.18662, 3.92708, 1.66382], [-5.43548, 3.33348, 5.77577], [-4.49633, 4.16869, 4.48481], [-4.04904, 2.46107, 5.00205], [3.45471, 1.09952, -1.24383], [3.97246, 0.65984, -2.54459], [4.34727, -0.44701, -2.86859], [4.17471, 1.83033, -3.50935], [3.56262, 2.61551, -3.33927], [5.13603, 2.12045, -3.40074], [4.12435, 1.38797, -4.99447], [3.88254, 2.01638, -0.83836], [3.67593, 0.35034, -0.48363], [2.37677, 1.26100, -1.25112], [4.36041, 2.28771, -5.56264], [3.06811, 1.17525, -5.15946], [4.82077, 0.59923, -5.27907], [1.93829, 2.63648, 2.94780], [3.16278, 1.73091, 2.84530], [3.25156, 0.68774, 2.24509], [4.42480, 2.41525, 3.40991], [5.18779, 2.51664, 2.75593], [4.13946, 3.33933, 3.70103], [4.83467, 1.61550, 4.63876], [2.01530, 3.41541, 2.18922], [1.91589, 3.15334, 3.90720], [1.15290, 1.91895, 2.71029], [3.99567, 1.29000, 5.25377], [5.57104, 2.21177, 5.17756], [5.36714, 0.76779, 4.20751], [-1.85547, 5.26494, 1.88849], [-1.63183, 5.50104, 0.40061], [-1.65950, 4.62916, -0.44534], [-1.63825, 7.03330, 0.06042], [-2.24316, 7.46718, 0.74299], [-0.75977, 7.48491, 0.27119], [-2.12668, 7.54346, -1.29545], [-2.49254, 6.01014, 2.36485], [-0.94384, 5.10494, 2.46419], [-2.31443, 4.27653, 1.91122], [-2.19468, 8.62865, -1.21917], [-3.14186, 7.15827, -1.39101], [-1.48275, 7.21469, -2.11115], [-3.82510, -3.95762, 0.00791], [-2.71100, -3.26932, 0.00606], [-2.60922, -2.51905, 0.99996], [-1.86115, -3.36166, -0.90709], [-4.20333, -3.56472, 0.79795], [-0.93357, 0.22153, 5.27784], [0.15762, -0.17351, 4.63272], [1.25791, 0.16524, 5.02855], [-0.02996, -1.01468, 3.68206], [-0.56185, 0.75701, 5.98260]],
  "atomic_forces_ev_per_a": [[1.536, -0.380, -0.601], [-0.401, 0.254, 0.881], [-0.820, -1.540, 0.323], [3.481, 1.689, -3.068], [0.244, -0.223, 2.002], [-2.406, -1.391, 0.060], [-0.943, 0.558, 0.698], [-0.641, 0.162, 0.143], [-0.453, 0.067, -0.208], [0.118, -0.629, 0.279], [-0.341, 0.212, 0.263], [-0.223, -0.131, 0.136], [-0.199, 0.246, -0.029], [-0.700, 0.175, -0.616], [-1.825, -2.098, 2.201], [2.547, 2.604, -2.914], [-1.297, -0.267, 1.786], [-0.303, 0.564, -0.479], [0.096, -1.069, -0.027], [1.264, 0.597, -1.584], [0.343, -0.963, 0.136], [-0.027, 0.191, -0.575], [0.035, -0.241, 0.125], [-0.733, -0.269, 0.788], [0.188, 0.632, 0.649], [0.489, -0.289, 0.065], [-0.019, -1.287, -0.650], [1.203, 2.646, -0.936], [-1.509, -1.869, 0.919], [1.057, -0.625, -0.742], [0.768, -0.540, -0.142], [-0.521, 0.231, 0.569], [0.119, 1.847, 1.219], [-0.232, -0.376, 0.050], [0.147, -0.065, 0.063], [-0.114, 0.162, 0.581], [-0.072, -0.403, 0.259], [-1.115, -0.037, -0.656], [0.063, -0.054, -0.475], [-0.851, -0.699, -1.624], [2.466, 0.177, 3.553], [-0.300, 0.336, -1.583], [-2.056, -0.833, -1.892], [-0.546, 1.532, 0.727], [0.289, -0.132, 0.798], [2.295, -0.327, 0.678], [0.286, 0.152, -0.065], [-0.338, 0.033, 0.196], [-0.587, 0.111, 0.299], [-0.651, -0.031, -0.135], [0.122, 0.457, 0.374], [-0.431, -0.710, -0.896], [-0.286, 1.846, 1.327], [-1.274, -1.683, 2.021], [1.127, 1.652, -3.720], [-1.268, -0.905, 1.083], [-0.534, 1.034, 0.164], [0.186, -1.384, -0.150], [0.729, -1.347, -0.162], [0.221, -0.252, -0.786], [-0.216, -0.349, 0.007], [0.193, -0.015, -0.428], [0.379, 1.081, -0.086], [0.686, 0.114, 0.246], [-0.368, 0.190, 0.034], [-0.477, 0.031, -1.130], [1.187, -1.479, 0.757], [-1.987, 2.141, -0.291], [1.144, 0.214, -0.468], [-0.511, 0.331, -0.645], [-0.046, -0.832, 0.106], [-0.832, -0.617, 0.342], [-0.463, -0.470, 0.470], [0.591, 0.121, 0.550], [0.303, 0.029, 0.324], [0.699, 0.319, 0.373], [-0.078, -0.208, -0.029], [0.016, 0.315, 0.109], [-0.259, -0.174, 1.282], [1.423, -1.891, -0.174], [-1.163, 2.793, 0.259], [0.812, -2.041, -1.739], [-0.213, 0.308, 0.086], [0.639, 0.531, 0.499], [-0.962, 1.269, 0.119], [0.243, 0.241, -0.554], [-0.170, -0.224, -0.228], [-0.127, -0.091, -0.168], [0.090, -0.071, -0.051], [0.257, -0.404, -0.281], [-0.134, 0.006, 0.677], [1.019, -1.268, 0.035], [-0.184, -0.119, -2.092], [0.277, 1.858, 1.519], [-1.493, -0.837, 1.096], [0.409, -0.268, -0.355], [0.083, 0.545, 0.145], [1.454, -0.235, -0.435], [0.122, -0.097, -0.286], [-0.459, -0.392, 0.168], [-0.480, 0.603, 0.443], [-0.164, 0.367, -0.222], [-0.252, -0.032, 0.211], [-0.138, -0.171, 0.340], [0.141, -0.711, -0.649], [-0.904, -1.434, -0.700], [0.441, 2.948, 1.543], [-0.199, -0.357, -0.824], [-0.539, 0.109, 0.483], [0.983, -0.103, 0.046], [-0.477, -0.491, 0.214], [0.162, 0.024, -0.022], [0.249, 0.542, -0.135], [-0.308, 0.098, 0.114], [0.261, -0.039, -0.072], [0.134, -0.010, -0.275], [-0.021, 0.054, 0.294], [-0.966, -0.996, -0.803], [1.738, 0.469, -0.871], [1.218, 2.196, 1.273], [0.157, -0.215, -0.334], [-0.972, -0.496, 0.435], [-0.434, 0.656, 0.085], [-1.285, -3.026, -2.208], [2.598, 1.255, 0.762], [0.092, 0.987, -0.290], [-0.319, 0.301, 0.698]],
  "lowdin_charge": [0.042, -0.328, 0.082, 0.150, 0.091, 0.070, 0.038, 0.091, 0.070, 0.086, 0.064, 0.085, 0.084, 0.011, -0.286, 0.141, 0.115, 0.158, 0.179, 0.065, 0.080, 0.098, 0.098, 0.108, 0.117, 0.116, 0.030, -0.380, 0.120, 0.104, 0.179, 0.182, 0.080, 0.110, 0.123, 0.107, 0.102, 0.092, 0.131, 0.042, -0.394, 0.200, 0.108, 0.084, 0.173, 0.012, 0.132, 0.126, 0.077, 0.069, 0.102, 0.108, 0.015, -0.349, 0.173, 0.105, 0.164, 0.171, 0.063, 0.102, 0.075, 0.130, 0.124, 0.111, 0.114, 0.032, -0.342, 0.166, 0.101, 0.175, 0.187, 0.049, 0.128, 0.061, 0.111, 0.126, 0.104, 0.107, 0.015, -0.357, 0.168, 0.111, 0.175, 0.187, 0.057, 0.109, 0.097, 0.080, 0.118, 0.100, 0.117, 0.035, -0.361, 0.131, 0.105, 0.185, 0.163, 0.059, 0.101, 0.111, 0.079, 0.115, 0.126, 0.110, 0.041, -0.302, 0.133, 0.096, 0.162, 0.184, 0.056, 0.105, 0.105, 0.084, 0.126, 0.108, 0.112, 0.140, -0.873, -0.061, -0.063, 0.116, 0.136, -0.827, -0.008, -0.073, 0.121]
}